No. 1
This record from the Open Molecules 2025 dataset describes one molecule with the formula C9H11N3 at a distorted geometry. The level of theory is ωB97M-V with the def2-TZVPD basis set.

Last column: natural (NBO) charge in e.
CARTESIAN COORDINATES (ANGSTROEM)
H1 3.6442 -1.1530 1.2821  0.42
H2 -3.7228 -1.9504 0.1260  0.21
N1 0.9778 -1.6920 -0.3301  -0.58
H3 -1.8044 1.6944 -0.2207  0.19
C1 0.1312 2.5662 0.1829  -0.61
C2 -0.3690 0.0553 -0.2233  -0.08
H4 -1.0413 -3.0158 -0.0628  0.22
H5 3.2778 -2.4574 -0.1816  0.42
C3 -2.8135 -0.0795 0.2716  -0.25
H6 2.7582 0.9638 0.0205  0.40
C4 2.0045 -0.8666 -0.0836  0.61
H7 0.6922 1.0971 -1.4243  0.17
H8 1.0747 3.0030 -0.1798  0.21
C5 -1.6374 0.5469 -0.0433  -0.16
H9 -3.8156 0.2314 0.2217  0.21
H10 -0.5228 2.9559 -0.5878  0.22
N2 3.2832 -1.3169 0.2829  -0.88
H11 -0.1385 2.6012 1.2266  0.23
N3 1.8082 0.4986 0.1327  -0.62
C6 -2.7089 -1.4708 0.1075  -0.18
C7 -1.4243 -1.9959 0.1373  -0.27
C8 -0.3363 -1.3109 -0.3136  0.16
C9 0.6827 1.0955 -0.3408  -0.05

For the energy above the lowest of the compared OMol25 structures with the same formula, charge and spin, the calculation gives 116.86 kcal/mol. The value obtained for the largest force on an atom is 0.120 hartree/bohr. As for the SMILES: C[C@H]1NC(N)=Nc2ccccc21. Its molecular weight is 161.21 g/mol. The calculation puts the total energy at -513.65377 Eh. For the LUMO energy, the calculation gives 0.71 eV.

No. 2
This record from the Open Molecules 2025 dataset describes a 2-piece molecular cluster, C9H11N3 overall at a distorted geometry. The level of theory is ωB97M-V with the def2-TZVPD basis set.

Last column: natural (NBO) charge in e.
CARTESIAN COORDINATES (ANGSTROEM)
H1 2.6250 -2.5780 1.1863  0.21
H2 0.1683 -1.9814 1.4380  0.23
H3 -3.4702 2.4207 -0.3295  0.21
C1 0.1244 -0.9729 -0.4739  -0.19
H4 -3.0968 1.7366 1.2982  0.20
C2 0.7389 -1.7975 0.5160  -0.13
H5 0.3219 0.3051 -2.1393  0.24
C3 -1.2705 -0.8681 -0.4613  0.34
C4 2.0778 -1.9643 0.4865  -0.26
H6 -5.4321 0.8859 -0.4450  0.19
H7 4.5770 -2.0342 0.3241  0.37
H8 -5.2256 0.1880 1.1131  0.20
H9 -2.6857 0.5902 -0.6870  0.35
N1 -2.2289 -0.2518 -1.2520  -0.54
N2 4.2607 -1.5911 -0.4764  -0.81
C5 -4.8116 0.9171 0.4015  -0.32
C6 2.8802 -1.3285 -0.4974  0.21
N3 -2.3840 -1.3519 -0.1071  -0.26
C7 0.8756 -0.2676 -1.4027  -0.11
H10 5.0738 -1.0871 -0.8190  0.40
C8 2.2990 -0.4004 -1.3758  -0.28
H11 3.0528 0.0316 -2.0700  0.22
C9 -3.6916 1.6247 0.4169  -0.47

For the energy above the lowest of the compared OMol25 structures with the same formula, charge and spin, the calculation gives 121.17 kcal/mol. The value obtained for the largest force on an atom is 0.060 hartree/bohr. As for the SMILES: Nc1ccc(C2=NN2)cc1.C=C. Its molecular weight is 161.21 g/mol. The calculation puts the total energy at -513.64690 Eh. For the LUMO energy, the calculation gives 0.51 eV.

No. 3
This record from the Open Molecules 2025 dataset describes an isolated ion of composition C9H11N4 and charge +1 at a distorted geometry. The level of theory is ωB97M-V with the def2-TZVPD basis set.

Last column: Löwdin spin population.
CARTESIAN COORDINATES (ANGSTROEM)
H1 0.8514 1.1680 1.7288  0.00
H2 -2.8588 -1.5418 1.6386  0.02
N1 0.6148 3.7668 0.0299  0.03
C1 -0.7868 0.6507 0.3307  0.40
H3 0.4689 -1.5265 0.5493  0.00
H4 -1.0735 -0.2740 2.3573  0.00
C2 -1.3820 0.8740 -0.9323  0.41
C3 0.6740 2.6995 0.4848  0.02
H5 -4.0186 -1.1599 -0.8711  0.01
H6 2.2128 1.2823 -0.6433  0.00
C4 -2.5376 -0.9403 0.8591  0.32
H7 -0.9136 1.5424 -1.6769  0.02
H8 3.8815 -0.2632 -1.0435  0.00
C5 0.4475 1.2885 0.7897  0.12
C6 -3.0775 -0.7283 -0.4494  0.39
H9 1.6858 -2.5481 -0.2711  0.00
N2 1.8291 0.5839 -0.0705  0.15
C7 2.1765 -0.6872 -0.1452  0.01
C8 -1.4772 -0.1621 1.2634  0.05
N3 1.4229 -1.7429 0.2929  0.00
N4 3.4238 -0.9919 -0.5262  0.01
C9 -2.5024 0.1344 -1.3384  0.03
H10 -2.8494 0.3753 -2.2606  -0.01
H11 3.7885 -1.7995 -0.0959  0.00

For the energy above the lowest of the compared OMol25 structures with the same formula, charge and spin, the calculation gives 11.10 kcal/mol. The value obtained for the largest force on an atom is 0.088 hartree/bohr. Its molecular weight is 175.22 g/mol. The calculation puts the total energy at -568.14700 Eh. Its spin multiplicity is 3. For the LUMO energy (spin up / spin down), the calculation gives -3.12 / -7.03 eV. As for the total charge: +1.

No. 4
This record from the Open Molecules 2025 dataset describes C9H11NO as an isolated structure at a distorted geometry. The level of theory is ωB97M-V with the def2-TZVPD basis set.

Last column: natural (NBO) charge in e.
CARTESIAN COORDINATES (ANGSTROEM)
C1 -0.9867 -1.4757 1.0174  -0.21
O1 2.8459 0.1717 1.4673  -0.63
C2 -0.1871 -1.8565 2.0111  -0.20
C3 -1.6199 -0.0877 -0.7030  -0.46
C4 1.0893 -1.3627 2.0340  -0.28
H1 0.3688 2.3354 -0.4735  0.21
H2 2.9586 0.7293 0.7219  0.48
C5 1.6758 -0.3987 1.1998  0.34
H3 -1.8241 2.4042 -1.3642  0.17
H4 -1.9481 -1.8042 1.0779  0.20
H5 2.0061 1.4320 -0.9532  0.18
C6 0.7372 0.0921 0.1652  -0.16
C7 -0.3805 -0.5288 0.0261  0.03
N1 0.0746 0.9009 -1.9636  -0.65
C8 -1.3230 1.1545 -1.5726  -0.23
H6 1.8873 -1.9494 2.6324  0.20
C9 0.8232 1.2564 -0.7470  -0.24
H7 -1.6114 -0.9096 -1.5302  0.24
H8 -0.2952 -2.6505 2.5916  0.20
H9 -2.6696 0.0984 -0.2075  0.23
H10 -2.0013 1.0376 -2.5807  0.20
H11 0.3802 1.4113 -2.8491  0.38

For the energy above the lowest of the compared OMol25 structures with the same formula, charge and spin, the calculation gives 116.52 kcal/mol. The value obtained for the largest force on an atom is 0.203 hartree/bohr. Its molecular weight is 149.19 g/mol. The calculation puts the total energy at -479.35894 Eh. For the LUMO energy, the calculation gives 0.73 eV.

No. 5
This record from the Open Molecules 2025 dataset describes one molecule with the formula C9H11NO at a distorted geometry. The level of theory is ωB97M-V with the def2-TZVPD basis set.

Last column: natural (NBO) charge in e.
CARTESIAN COORDINATES (ANGSTROEM)
C1 0.7932 -0.5448 0.1461  -0.10
H1 -0.0278 -2.2726 1.0898  0.21
C2 2.0238 0.1149 -0.0528  -0.18
H2 2.3412 -2.6794 -0.6186  0.18
H3 1.0119 3.3071 -0.5616  0.21
H4 2.8216 -0.5347 -0.0967  0.21
C3 0.7173 -1.9990 0.3843  -0.18
H5 -3.7220 0.0660 0.8264  0.22
C4 1.5031 -2.9552 -0.0578  -0.37
H6 -1.5544 -0.2903 -1.6464  0.44
H7 -2.3494 1.2696 1.4954  0.22
N1 -1.6407 -0.2017 0.2516  -0.20
C5 -0.2474 1.6394 -0.0772  -0.29
C6 -0.2814 0.3011 0.2102  0.21
C7 0.9404 2.1957 -0.2435  -0.19
H8 -1.1916 2.1272 -0.1056  0.22
C8 2.0921 1.4464 -0.1690  -0.21
C9 -2.7701 0.6854 0.5598  -0.43
H9 3.0538 2.0033 -0.3206  0.22
H10 1.3691 -4.0523 0.1887  0.21
O1 -1.8176 -0.9879 -1.0303  -0.57
H11 -3.0650 1.3618 -0.1721  0.17

For the energy above the lowest of the compared OMol25 structures with the same formula, charge and spin, the calculation gives 88.65 kcal/mol. The value obtained for the largest force on an atom is 0.095 hartree/bohr. As for the SMILES: C=Cc1ccccc1N(C)O. Its molecular weight is 149.19 g/mol. The calculation puts the total energy at -479.40336 Eh. For the LUMO energy, the calculation gives 0.82 eV.

No. 6
This record from the Open Molecules 2025 dataset describes one molecule with the formula C9H11NO2 at a distorted geometry. The level of theory is ωB97M-V with the def2-TZVPD basis set.

Last column: natural (NBO) charge in e.
CARTESIAN COORDINATES (ANGSTROEM)
C1 -0.6690 0.1922 0.0237  -0.04
C2 0.6493 -2.0167 -0.5721  -0.17
H1 -0.5512 3.9473 1.3006  0.22
C3 -0.6816 -1.2529 -0.5328  -0.43
H2 2.1836 -0.4733 -0.1505  0.49
C4 -0.9596 1.8503 1.8977  -0.25
C5 -0.6699 2.6424 -0.4227  -0.23
H3 -0.5941 3.2651 -1.3421  0.23
H4 1.9227 -2.4896 1.0936  0.38
H5 -1.2996 -0.3763 1.8915  0.20
C6 -0.5672 1.3025 -0.7870  -0.21
O1 1.3308 -1.2185 -2.7987  -0.56
H6 -1.2972 1.9578 2.9280  0.23
H7 -1.0505 -1.0806 -1.5644  0.24
H8 -1.4940 -1.8696 -0.1269  0.22
H9 0.4536 -2.3015 1.4954  0.38
C7 1.5243 -1.2384 -1.6103  0.78
N1 1.1128 -1.9198 0.7793  -0.87
O2 2.5533 -0.5365 -1.0112  -0.67
H10 -0.8292 1.2311 -1.8761  0.21
C8 -0.9782 0.5496 1.3158  -0.17
C9 -0.7285 2.9053 1.0328  -0.19
H11 0.6393 -3.0698 -0.9635  0.22

For the energy above the lowest of the compared OMol25 structures with the same formula, charge and spin, the calculation gives 44.15 kcal/mol. The value obtained for the largest force on an atom is 0.073 hartree/bohr. As for the SMILES: N[C@@H](Cc1ccccc1)C(=O)O. Its molecular weight is 165.19 g/mol. The calculation puts the total energy at -554.74095 Eh. For the LUMO energy, the calculation gives 0.56 eV.

No. 7
This record from the Open Molecules 2025 dataset describes an isolated ion of composition C9H11NO3PS and charge -1 at a distorted geometry. The level of theory is ωB97M-V with the def2-TZVPD basis set.

Last column: natural (NBO) charge in e.
CARTESIAN COORDINATES (ANGSTROEM)
C1 -1.2566 -2.0416 0.4361  -0.22
H1 -0.7549 0.5222 2.4999  0.24
H2 2.0863 2.3584 -0.0200  0.24
S1 2.0251 0.1287 2.2863  -0.72
N1 0.8152 -0.1147 -0.7972  -0.97
C2 -0.6301 -1.1676 1.2380  -0.36
C3 -3.3575 -1.4801 1.4131  -0.24
P1 1.2261 -1.1190 1.0071  1.81
C4 -2.7394 -0.4149 2.0588  -0.22
H3 -4.4025 -1.5506 1.4837  0.20
H4 0.1312 0.5957 -0.8746  0.36
C5 2.1527 2.0346 -1.0698  -0.64
C6 2.0275 0.4789 -1.3227  -0.19
H5 -3.3375 0.3446 2.5597  0.20
H6 3.1563 2.3740 -1.4568  0.20
H7 1.0341 -1.4064 -2.1156  0.52
C7 -1.3336 -0.2304 1.9828  -0.21
H8 2.9105 0.1160 -0.7585  0.23
C8 -2.6050 -2.2144 0.5210  -0.21
H9 1.4309 2.3202 -1.9171  0.21
H10 -2.9646 -3.1139 0.0179  0.20
O1 2.1321 0.8454 -3.7328  -0.61
O2 1.3947 -1.1415 -2.9798  -0.71
O3 1.6281 -2.4485 0.6710  -1.12
H11 -0.6307 -2.7555 -0.0465  0.23
C9 1.8731 0.1361 -2.7966  0.78

For the energy above the lowest of the compared OMol25 structures with the same formula, charge and spin, the calculation gives 31.72 kcal/mol. The value obtained for the largest force on an atom is 0.127 hartree/bohr. As for the SMILES: C[C@@H](N[P@@]([O-])(=S)c1ccccc1)C(=O)O. Its molecular weight is 244.23 g/mol. The calculation puts the total energy at -1369.67529 Eh. For the LUMO energy, the calculation gives 3.23 eV. As for the total charge: -1.

No. 8
This record from the Open Molecules 2025 dataset describes a 2-piece molecular cluster, C9H11NO3S overall at a distorted geometry. The level of theory is ωB97M-V with the def2-TZVPD basis set.

Last column: natural (NBO) charge in e.
CARTESIAN COORDINATES (ANGSTROEM)
H1 -0.8557 -0.5477 -1.9511  0.35
H2 -2.7878 -0.1142 -0.3059  0.51
C1 3.1615 -0.2381 -1.2370  -0.22
H3 0.4114 2.8460 1.1194  0.22
C2 1.8271 -0.3900 -1.3217  -0.16
O1 -3.3371 -3.0299 0.7980  -0.93
C3 0.4008 1.6531 1.4005  -0.41
H4 -1.1597 0.0522 1.7697  0.26
O2 -3.6858 -0.5431 -0.1042  -0.92
H5 3.7112 -0.8135 -1.9169  0.22
O3 -4.6489 -2.4234 -1.3457  -0.93
H6 -4.1513 -3.1934 1.2416  0.48
H7 3.1722 2.1665 1.2796  0.22
H8 0.6504 1.6375 2.4976  0.23
C4 1.4916 1.1161 0.5525  0.03
C5 2.7976 1.3538 0.5954  -0.21
C6 -0.8107 0.7975 1.0166  -0.50
C7 3.6297 0.6857 -0.2518  -0.15
C8 0.9812 0.1990 -0.3697  -0.15
N1 -1.3259 -0.3473 -1.1489  -0.69
S1 -3.4329 -2.0792 -0.6705  1.73
H9 1.4120 -1.0748 -2.0246  0.21
C9 -0.4669 0.1413 -0.3099  0.35
H10 4.6475 0.7173 -0.2399  0.21
H11 -1.6312 1.4287 0.9266  0.24

For the energy above the lowest of the compared OMol25 structures with the same formula, charge and spin, the calculation gives 57.51 kcal/mol. The value obtained for the largest force on an atom is 0.090 hartree/bohr. Its molecular weight is 213.26 g/mol. The calculation puts the total energy at -1028.15061 Eh. For the LUMO energy, the calculation gives -0.20 eV.

What did the third record say?
This record from the Open Molecules 2025 dataset describes an isolated ion of composition C9H11N4 and charge +1 at a distorted geometry. The level of theory is ωB97M-V with the def2-TZVPD basis set.

Last column: Löwdin spin population.
CARTESIAN COORDINATES (ANGSTROEM)
H1 0.8514 1.1680 1.7288  0.00
H2 -2.8588 -1.5418 1.6386  0.02
N1 0.6148 3.7668 0.0299  0.03
C1 -0.7868 0.6507 0.3307  0.40
H3 0.4689 -1.5265 0.5493  0.00
H4 -1.0735 -0.2740 2.3573  0.00
C2 -1.3820 0.8740 -0.9323  0.41
C3 0.6740 2.6995 0.4848  0.02
H5 -4.0186 -1.1599 -0.8711  0.01
H6 2.2128 1.2823 -0.6433  0.00
C4 -2.5376 -0.9403 0.8591  0.32
H7 -0.9136 1.5424 -1.6769  0.02
H8 3.8815 -0.2632 -1.0435  0.00
C5 0.4475 1.2885 0.7897  0.12
C6 -3.0775 -0.7283 -0.4494  0.39
H9 1.6858 -2.5481 -0.2711  0.00
N2 1.8291 0.5839 -0.0705  0.15
C7 2.1765 -0.6872 -0.1452  0.01
C8 -1.4772 -0.1621 1.2634  0.05
N3 1.4229 -1.7429 0.2929  0.00
N4 3.4238 -0.9919 -0.5262  0.01
C9 -2.5024 0.1344 -1.3384  0.03
H10 -2.8494 0.3753 -2.2606  -0.01
H11 3.7885 -1.7995 -0.0959  0.00

For the energy above the lowest of the compared OMol25 structures with the same formula, charge and spin, the calculation gives 11.10 kcal/mol. The value obtained for the largest force on an atom is 0.088 hartree/bohr. Its molecular weight is 175.22 g/mol. The calculation puts the total energy at -568.14700 Eh. Its spin multiplicity is 3. For the LUMO energy (spin up / spin down), the calculation gives -3.12 / -7.03 eV. As for the total charge: +1.

Which of these has the lowest largest force on an atom?
number 2